101
Properties=species:S:1:pos:R:3:forces:R:3 method="wB97M-V/def2-TZVPD" total_energy_ev=-133457.9988 multiplicity=5 lumo_ha="-0.00380 / -0.02300"
Pd -0.139 -0.637 -0.923 0.007 0.432 0.039
C 1.321 -3.859 1.884 0.009 -0.017 -0.007
C 0.899 -3.403 3.123 0.011 -0.025 0.001
C 0.241 -2.191 3.210 -0.022 0.053 -0.025
C 0.015 -1.456 2.052 0.124 -0.217 -0.051
N 0.417 -1.912 0.856 0.034 -0.125 0.130
C 1.055 -3.077 0.775 -0.013 0.052 -0.004
C -0.662 -0.137 2.064 -0.128 0.191 -0.037
C -0.780 0.646 3.201 -0.028 0.034 -0.025
C -1.370 1.891 3.080 0.032 -0.003 0.101
C -1.802 2.336 1.844 -0.032 -0.003 -0.089
C -1.625 1.507 0.746 0.083 -0.155 0.263
N -1.087 0.298 0.882 -0.026 -0.080 0.008
C -1.939 1.907 -0.643 -0.041 0.039 -0.396
C -2.846 2.915 -0.955 0.062 -0.069 0.085
C -3.069 3.232 -2.284 -0.014 0.006 -0.078
C -2.382 2.545 -3.272 -0.027 0.035 0.003
C -1.499 1.554 -2.884 0.032 -0.044 0.022
N -1.289 1.241 -1.609 -0.025 0.022 0.058
H 1.845 -4.798 1.772 0.003 0.002 0.009
H 1.081 -3.988 4.015 0.002 0.005 0.002
H -0.101 -1.820 4.165 0.000 0.002 0.000
H 1.367 -3.370 -0.222 -0.007 -0.016 0.000
H -0.360 0.330 4.143 -0.004 -0.004 0.009
H -1.445 2.538 3.944 -0.007 -0.007 0.003
H -2.217 3.328 1.734 0.007 -0.003 -0.019
H -3.384 3.430 -0.172 0.008 -0.012 0.013
H -3.780 4.005 -2.545 0.002 0.002 0.001
H -2.525 2.759 -4.322 -0.008 0.006 0.004
H -0.938 0.976 -3.610 -0.021 0.020 0.026
O 2.035 1.367 2.803 -0.029 0.146 0.039
C 2.263 1.247 1.597 -0.058 -0.388 0.069
O 1.481 1.491 0.623 -0.041 0.256 0.115
C 3.593 0.697 1.141 0.079 0.064 -0.074
C 4.713 0.738 1.959 -0.027 0.039 -0.023
C 5.952 0.385 1.449 -0.003 0.011 0.044
C 6.067 -0.001 0.120 0.026 -0.019 -0.048
C 4.942 -0.082 -0.686 0.057 0.029 0.014
C 3.689 0.242 -0.171 -0.012 0.041 0.100
P 2.155 0.151 -1.159 -0.187 -0.225 -0.282
C 2.530 -1.242 -2.315 0.223 -0.203 0.167
C 3.326 -2.303 -1.978 -0.008 0.040 -0.082
C 3.399 -3.470 -2.769 0.015 -0.035 0.035
C 2.693 -3.545 -3.989 -0.039 -0.009 -0.062
C 1.836 -2.557 -4.343 0.036 -0.021 -0.024
C 1.514 -1.423 -3.419 -0.001 -0.008 -0.184
C 2.250 1.596 -2.270 0.094 0.045 -0.042
C 3.041 1.538 -3.418 -0.023 0.050 -0.003
C 3.110 2.618 -4.286 0.015 -0.029 0.003
C 2.393 3.773 -4.013 -0.015 0.018 0.009
C 1.622 3.846 -2.861 -0.014 0.024 0.008
C 1.551 2.768 -1.991 -0.023 -0.023 -0.038
H 4.584 1.081 2.977 0.024 -0.005 0.004
H 6.833 0.433 2.076 0.001 -0.001 0.003
H 7.037 -0.243 -0.295 0.004 0.003 0.010
H 5.047 -0.391 -1.718 0.006 0.009 0.006
H 3.939 -2.265 -1.086 -0.027 0.011 0.007
H 4.045 -4.282 -2.462 0.003 0.007 -0.011
H 2.831 -4.401 -4.638 -0.002 -0.002 0.004
H 1.287 -2.619 -5.277 -0.016 0.021 0.015
H 1.458 -0.494 -4.015 0.045 0.025 -0.021
H 3.614 0.644 -3.634 -0.020 -0.037 -0.012
H 3.729 2.554 -5.173 -0.004 0.008 0.000
H 2.443 4.616 -4.690 0.001 0.002 0.003
H 1.073 4.751 -2.632 0.007 0.006 -0.014
H 0.968 2.833 -1.084 0.006 -0.012 0.010
C 0.171 -1.570 -2.743 -0.150 -0.086 0.226
Ge -1.409 -2.482 -3.343 0.074 0.184 -0.104
C -2.193 -1.569 -4.906 -0.015 -0.117 0.081
C -3.550 -1.653 -5.217 -0.036 -0.048 0.052
C -4.084 -0.961 -6.296 0.025 0.010 -0.016
C -3.264 -0.168 -7.086 0.000 -0.002 0.006
C -1.910 -0.074 -6.794 -0.012 0.022 -0.049
C -1.385 -0.770 -5.714 0.045 -0.015 0.049
C -2.638 -2.267 -1.822 -0.015 -0.033 -0.058
C -2.497 -3.094 -0.707 -0.044 -0.016 0.048
C -3.209 -2.852 0.461 0.033 -0.014 -0.026
C -4.085 -1.777 0.528 -0.014 0.020 0.001
C -4.260 -0.962 -0.582 -0.014 -0.006 0.027
C -3.542 -1.207 -1.745 0.003 0.020 -0.014
C -1.146 -4.394 -3.688 -0.045 0.057 -0.023
C -1.861 -5.073 -4.672 -0.027 0.047 -0.016
C -1.668 -6.431 -4.885 0.010 -0.005 0.004
C -0.755 -7.131 -4.109 0.002 -0.016 0.002
C -0.034 -6.468 -3.125 0.016 -0.023 0.003
C -0.228 -5.110 -2.922 0.007 0.034 0.017
H -4.208 -2.259 -4.601 0.007 0.000 -0.003
H -5.141 -1.039 -6.519 -0.001 -0.002 0.003
H -3.678 0.373 -7.928 0.004 0.002 0.002
H -1.263 0.541 -7.407 -0.004 0.000 -0.003
H -0.326 -0.680 -5.490 -0.018 0.007 -0.018
H -1.821 -3.944 -0.747 0.021 0.029 0.002
H -3.076 -3.502 1.318 -0.011 0.008 0.001
H -4.637 -1.580 1.439 0.003 -0.006 -0.003
H -4.954 -0.130 -0.544 0.003 -0.006 0.014
H -3.686 -0.555 -2.600 0.031 0.016 0.003
H -2.573 -4.535 -5.290 0.002 -0.006 -0.002
H -2.228 -6.943 -5.657 0.001 -0.002 -0.001
H -0.602 -8.190 -4.273 -0.001 0.002 0.001
H 0.688 -7.008 -2.524 -0.003 -0.001 -0.003
H 0.362 -4.590 -2.174 0.018 -0.013 0.003

***

17
Properties=species:S:1:pos:R:3:forces:R:3 method="wB97M-V/def2-TZVPD" total_energy_ev=-9432.1315 multiplicity=1 total_charge=-1 lumo_ha=0.15118
C 0.232 0.739 0.203 -0.524 -0.066 3.124
O 0.467 -0.237 1.265 -0.378 0.986 -1.514
C -0.118 0.105 -1.119 0.208 1.109 -0.189
C -0.642 1.132 -2.197 2.405 -0.363 0.439
H -0.734 1.314 0.427 1.240 -0.028 0.361
H 1.152 1.436 0.267 -1.432 -0.629 -0.887
H 0.826 -0.285 -1.444 0.229 -0.828 -0.801
H -0.826 -0.714 -0.902 0.281 0.376 -0.277
H -0.947 0.467 -3.023 0.118 0.996 -0.227
H -1.423 1.799 -1.873 -0.703 -0.167 0.309
H 0.232 1.877 -2.428 -1.417 -1.586 -0.143
H -0.654 -0.402 3.868 0.224 -0.006 0.308
H -0.657 -0.356 2.315 -0.281 0.484 0.599
O -1.278 -0.257 3.162 0.114 -0.283 -0.914
H 1.132 -1.457 0.695 -0.214 -0.183 -0.865
H 1.784 -2.905 0.716 -0.144 0.258 -0.455
O 1.454 -2.257 0.070 0.274 -0.071 1.132

***

45
Properties=species:S:1:pos:R:3:forces:R:3 method="wB97M-V/def2-TZVPD" total_energy_ev=-71154.1327 multiplicity=3 total_charge=+3 lumo_ha="-0.49417 / -0.49049"
C 0.619 4.217 -0.375 2.109 -0.146 -0.560
C -0.158 3.142 0.194 -7.720 1.356 2.591
H 0.163 5.219 -0.245 -0.545 -0.601 0.281
H 0.797 4.022 -1.446 -0.042 0.067 0.282
H 1.614 4.226 0.101 -0.219 0.143 -0.173
O -1.191 2.815 0.660 6.493 0.635 -2.355
Cl 2.496 -0.112 -2.550 -0.708 0.476 0.708
W 1.068 -0.705 -0.835 2.778 -0.610 -0.277
P -0.700 0.336 -2.212 -1.940 0.548 -1.433
C -2.311 0.677 -1.437 -0.075 0.002 0.313
C -0.292 1.896 -3.038 0.327 0.138 -0.067
H -1.073 2.129 -3.778 0.219 -0.026 0.313
H -1.917 -0.113 -4.271 0.273 -0.094 0.352
H 0.673 1.796 -3.545 -0.168 0.125 0.011
H -0.345 -0.979 -4.233 -0.277 0.059 0.078
H -2.227 1.505 -0.721 -0.311 -0.379 -0.347
H -0.229 2.708 -2.307 -0.157 -0.154 -0.376
C -1.223 -0.691 -3.639 0.354 -0.423 -0.027
H -3.015 0.944 -2.240 0.191 -0.029 0.308
H -1.730 -1.598 -3.283 0.081 0.291 -0.158
H -2.665 -0.219 -0.906 -0.039 0.504 -0.335
P 1.567 0.148 1.566 0.137 -0.610 1.862
C 0.134 0.413 2.669 -0.013 0.386 -0.216
C 2.685 -0.737 2.717 0.148 -0.236 -0.349
H 3.230 1.673 0.792 -0.106 0.295 0.093
H 2.701 2.070 2.468 -0.250 0.032 -0.383
H 1.631 2.472 1.041 0.653 -0.125 0.392
C 2.366 1.768 1.461 -0.019 -0.166 -0.462
H 3.707 -0.694 2.327 -0.178 -0.118 0.084
H 2.652 -0.246 3.699 -0.138 0.048 -0.296
H 0.499 0.998 3.524 -0.159 -0.131 -0.098
H -0.243 -0.545 3.052 0.027 0.245 -0.132
H 2.394 -1.786 2.846 0.096 0.248 -0.094
H -0.665 0.974 2.171 0.016 -0.313 0.273
Cl 2.901 -2.021 -0.078 -0.458 0.270 -0.082
C -0.270 -3.188 1.503 0.131 0.109 0.475
S -0.636 -1.781 0.448 -2.875 -1.075 0.413
C 0.606 -2.539 -1.865 -0.045 -1.491 -0.213
O -2.138 -1.836 0.279 2.841 0.126 -0.135
H 0.770 -3.220 1.850 -0.218 0.175 -0.278
H -0.508 -4.089 0.923 0.000 0.195 -0.049
H -0.975 -3.097 2.340 0.123 -0.106 -0.149
H 1.065 -3.364 -1.316 -0.164 0.034 -0.202
H -0.420 -2.809 -2.122 0.076 0.298 0.120
H 1.199 -2.393 -2.782 -0.249 0.026 0.298

***

22
Properties=species:S:1:pos:R:3:forces:R:3 method="wB97M-V/def2-TZVPD" total_energy_ev=-14791.9243 multiplicity=1 lumo_ha="0.01821 / 0.02931"
C 1.708 -2.071 -0.705 -2.672 -0.093 -0.827
C 1.504 0.057 -2.238 -1.987 -0.062 2.337
C 0.283 2.390 1.650 -1.353 0.614 0.332
C -2.516 -0.858 1.146 -0.681 2.157 0.234
C 0.770 -1.118 -1.504 1.611 1.032 0.223
N -0.847 1.469 1.729 -1.250 -0.377 0.246
Si -1.432 0.536 0.406 1.188 -2.113 0.568
H 2.314 -2.574 -1.547 -0.787 0.002 1.690
H 2.348 -1.445 -0.119 0.552 -0.050 0.690
H 0.961 -2.722 -0.025 2.332 0.928 -1.638
H 1.472 -0.153 -3.255 0.859 -0.532 -1.953
H 2.435 0.229 -1.762 1.364 -0.165 -0.124
H 1.051 1.055 -2.202 -0.570 -0.240 0.370
H -0.034 3.484 1.836 0.541 -1.465 -0.968
H 0.952 2.169 2.460 0.756 -0.176 0.177
H 0.727 2.122 0.669 0.209 1.002 0.596
H -3.505 -0.389 1.322 0.368 -0.115 0.591
H -2.801 -1.604 0.488 -0.191 -1.401 -2.116
H -2.196 -1.452 1.980 0.479 0.416 0.826
H 0.267 -1.708 -2.235 -1.222 -0.224 -0.238
H -1.393 1.355 2.599 0.937 0.410 -0.637
H -2.068 1.229 -0.695 -0.483 0.453 -0.379

***

55
Properties=species:S:1:pos:R:3:forces:R:3 method="wB97M-V/def2-TZVPD" smiles="CN(CCCNC(=O)c1cnc(C2OCCO2)s1)C(=O)CCN1CCOCC1=O" total_energy_ev=-48168.5565 multiplicity=1 lumo_ha=0.00948
C -0.605 1.417 -1.137 -0.007 0.004 -0.006
N -0.381 0.047 -1.570 0.008 -0.007 0.014
C 1.004 -0.354 -1.736 -0.005 -0.006 0.007
C 1.651 -0.806 -0.429 0.000 0.002 0.002
C 3.165 -0.933 -0.556 -0.113 -0.031 0.053
N 3.838 -1.098 0.727 0.140 0.029 -0.054
C 4.071 -0.134 1.661 0.132 0.053 -0.123
O 4.792 -0.320 2.620 -0.134 -0.049 0.091
C 3.363 1.171 1.463 -0.016 0.008 0.041
C 3.453 2.085 0.460 -0.014 -0.019 -0.027
N 2.657 3.191 0.587 0.007 0.018 0.004
C 1.963 3.128 1.683 0.008 -0.027 0.004
C 0.927 4.159 2.083 -0.013 -0.007 0.003
O 1.435 5.457 2.020 0.017 0.010 -0.003
C 1.218 5.925 0.685 -0.002 -0.002 0.003
C 0.147 4.979 0.119 -0.001 0.004 -0.009
O -0.171 4.108 1.208 -0.002 0.000 0.009
S 2.253 1.732 2.642 0.001 0.005 -0.006
C -1.447 -0.790 -1.729 -0.011 0.001 -0.012
O -2.596 -0.421 -1.569 -0.001 0.007 0.003
C -1.142 -2.229 -2.126 0.008 0.001 0.002
C -2.343 -3.143 -1.959 -0.013 -0.002 -0.002
N -2.824 -3.247 -0.584 0.020 0.011 -0.003
C -1.926 -3.043 0.541 0.003 -0.003 -0.008
C -2.715 -2.834 1.814 0.015 -0.001 0.002
O -3.620 -3.898 2.004 -0.003 -0.006 0.003
C -4.610 -3.868 0.998 -0.010 0.004 -0.009
C -4.092 -3.703 -0.421 0.008 -0.018 0.009
O -4.829 -3.959 -1.358 -0.005 -0.003 -0.014
H -1.671 1.574 -1.014 0.000 -0.001 -0.001
H -0.106 1.619 -0.186 0.013 -0.002 -0.002
H -0.219 2.113 -1.885 -0.006 0.008 0.001
H 1.086 -1.124 -2.502 0.003 -0.005 -0.003
H 1.547 0.517 -2.119 -0.003 0.002 0.002
H 1.414 -0.072 0.342 0.003 0.002 0.003
H 1.227 -1.759 -0.099 -0.004 0.003 0.001
H 3.420 -1.806 -1.158 0.001 0.001 -0.002
H 3.564 -0.068 -1.089 -0.002 -0.013 -0.001
H 4.381 -1.933 0.879 -0.005 0.000 0.004
H 4.104 2.004 -0.398 0.003 0.004 0.009
H 0.572 3.967 3.097 -0.003 0.001 -0.004
H 0.884 6.958 0.753 -0.003 0.000 -0.001
H 2.143 5.866 0.113 -0.001 0.008 0.000
H -0.771 5.487 -0.169 0.002 0.002 -0.005
H 0.534 4.404 -0.724 -0.001 -0.004 0.004
H -0.866 -2.240 -3.185 0.000 -0.003 0.001
H -0.277 -2.612 -1.583 0.006 0.006 0.006
H -3.175 -2.777 -2.557 0.002 0.002 -0.002
H -2.084 -4.137 -2.338 -0.008 -0.001 0.002
H -1.247 -3.896 0.657 -0.008 -0.001 0.007
H -1.320 -2.150 0.373 0.000 0.006 -0.005
H -2.045 -2.819 2.673 0.001 0.007 -0.001
H -3.252 -1.878 1.764 -0.003 -0.002 0.004
H -5.156 -4.807 1.038 -0.003 0.001 -0.002
H -5.321 -3.049 1.173 0.002 0.002 0.009

***

12
Properties=species:S:1:pos:R:3:forces:R:3 method="wB97M-V/def2-TZVPD" total_energy_ev=-7324.8494 multiplicity=1 lumo_ha=0.01652
C -1.040 1.049 0.064 0.236 0.067 0.023
C -0.140 -0.152 0.195 0.016 0.256 -0.063
O -0.345 -0.886 1.331 0.058 -0.189 0.021
C 0.457 -0.838 -0.974 -0.135 -0.081 -0.164
C 1.485 -0.178 -0.161 0.406 0.615 0.363
C 2.098 0.395 0.790 -0.525 -0.118 -0.738
H -2.090 0.741 -0.059 0.387 -0.188 0.037
H -0.765 1.649 -0.805 0.026 -0.039 0.126
H -0.979 1.652 0.971 0.037 -0.007 -0.128
H 0.314 -0.374 -1.946 -0.107 -0.091 0.043
H 0.439 -1.925 -0.971 0.078 0.123 0.024
H 0.567 -1.134 1.563 -0.477 -0.347 0.454

***

What did the third record say?
45
Properties=species:S:1:pos:R:3:forces:R:3 method="wB97M-V/def2-TZVPD" total_energy_ev=-71154.1327 multiplicity=3 total_charge=+3 lumo_ha="-0.49417 / -0.49049"
C 0.619 4.217 -0.375 2.109 -0.146 -0.560
C -0.158 3.142 0.194 -7.720 1.356 2.591
H 0.163 5.219 -0.245 -0.545 -0.601 0.281
H 0.797 4.022 -1.446 -0.042 0.067 0.282
H 1.614 4.226 0.101 -0.219 0.143 -0.173
O -1.191 2.815 0.660 6.493 0.635 -2.355
Cl 2.496 -0.112 -2.550 -0.708 0.476 0.708
W 1.068 -0.705 -0.835 2.778 -0.610 -0.277
P -0.700 0.336 -2.212 -1.940 0.548 -1.433
C -2.311 0.677 -1.437 -0.075 0.002 0.313
C -0.292 1.896 -3.038 0.327 0.138 -0.067
H -1.073 2.129 -3.778 0.219 -0.026 0.313
H -1.917 -0.113 -4.271 0.273 -0.094 0.352
H 0.673 1.796 -3.545 -0.168 0.125 0.011
H -0.345 -0.979 -4.233 -0.277 0.059 0.078
H -2.227 1.505 -0.721 -0.311 -0.379 -0.347
H -0.229 2.708 -2.307 -0.157 -0.154 -0.376
C -1.223 -0.691 -3.639 0.354 -0.423 -0.027
H -3.015 0.944 -2.240 0.191 -0.029 0.308
H -1.730 -1.598 -3.283 0.081 0.291 -0.158
H -2.665 -0.219 -0.906 -0.039 0.504 -0.335
P 1.567 0.148 1.566 0.137 -0.610 1.862
C 0.134 0.413 2.669 -0.013 0.386 -0.216
C 2.685 -0.737 2.717 0.148 -0.236 -0.349
H 3.230 1.673 0.792 -0.106 0.295 0.093
H 2.701 2.070 2.468 -0.250 0.032 -0.383
H 1.631 2.472 1.041 0.653 -0.125 0.392
C 2.366 1.768 1.461 -0.019 -0.166 -0.462
H 3.707 -0.694 2.327 -0.178 -0.118 0.084
H 2.652 -0.246 3.699 -0.138 0.048 -0.296
H 0.499 0.998 3.524 -0.159 -0.131 -0.098
H -0.243 -0.545 3.052 0.027 0.245 -0.132
H 2.394 -1.786 2.846 0.096 0.248 -0.094
H -0.665 0.974 2.171 0.016 -0.313 0.273
Cl 2.901 -2.021 -0.078 -0.458 0.270 -0.082
C -0.270 -3.188 1.503 0.131 0.109 0.475
S -0.636 -1.781 0.448 -2.875 -1.075 0.413
C 0.606 -2.539 -1.865 -0.045 -1.491 -0.213
O -2.138 -1.836 0.279 2.841 0.126 -0.135
H 0.770 -3.220 1.850 -0.218 0.175 -0.278
H -0.508 -4.089 0.923 0.000 0.195 -0.049
H -0.975 -3.097 2.340 0.123 -0.106 -0.149
H 1.065 -3.364 -1.316 -0.164 0.034 -0.202
H -0.420 -2.809 -2.122 0.076 0.298 0.120
H 1.199 -2.393 -2.782 -0.249 0.026 0.298